Entry 1:
The following is a DFT calculation (ωB97M-V/def2-TZVPD) of a 11-piece molecular cluster, C48H127N9O14 overall in a non-equilibrium geometry.

LUMO energy (eV): 0.270
F_max (eV/A): 6.08
Energy relative to the best compared isomer or geometry (same formula, charge and spin) (kcal/mol): 221.7
E_HOMO (Eh): -0.3160
Orbital gap (eV): 8.869
E_tot (hartree): -3450.59818
SMILES string: COC[C@H](C)N.COC[C@H](C)N.COC[C@H](C)N.COC[C@H](C)N.COC[C@H](C)N.COC[C@H](C)N.COCCNCCOC.COCCNCCOC.COCCNCCOC.CC(C)O.CC(C)O

The geometry in ORCA input format:
```
! wB97M-V def2-TZVPD RIJCOSX def2/J DEFGRID3
* xyz 0 1
C 0.09 -3.89 -13.60
O 0.37 -4.05 -12.23
C -0.01 -2.95 -11.54
C -0.30 -3.37 -10.03
C -0.98 -2.31 -9.25
N 0.82 -3.73 -9.17
H -0.99 -4.00 -13.68
H 0.64 -4.69 -14.09
H 0.30 -2.89 -13.97
H 0.69 -2.12 -11.42
H -0.98 -2.62 -11.89
H -0.99 -4.20 -10.18
H -0.51 -1.34 -9.36
H -0.83 -2.55 -8.19
H -2.03 -2.15 -9.47
H 1.42 -4.45 -9.54
H 1.44 -2.93 -9.19
C 7.56 2.08 13.37
O 6.54 1.58 12.46
C 6.98 1.17 11.15
C 5.77 0.75 10.30
C 5.05 -0.39 11.00
N 6.09 0.40 8.97
H 8.54 1.84 12.95
H 7.33 1.60 14.32
H 7.54 3.17 13.31
H 7.54 2.00 10.72
H 7.68 0.36 11.33
H 5.04 1.55 10.44
H 4.75 -0.19 12.03
H 5.60 -1.33 11.01
H 4.10 -0.69 10.56
H 6.57 -0.48 8.98
H 5.23 0.19 8.49
C -0.45 3.69 6.99
O -0.62 3.48 5.57
C -0.89 2.12 5.22
C -1.17 2.01 3.73
C -2.59 2.51 3.58
N -1.02 0.64 3.30
H 0.60 3.41 7.07
H -0.96 3.07 7.73
H -0.70 4.74 7.14
H 0.01 1.55 5.43
H -1.73 1.75 5.82
H -0.51 2.65 3.15
H -2.74 2.48 2.50
H -2.77 3.55 3.83
H -3.42 1.85 3.83
H -1.62 0.37 2.53
H -0.07 0.67 2.97
C -4.37 -6.03 2.44
O -4.92 -5.44 3.49
C -4.09 -4.64 4.13
C -2.82 -5.26 4.85
C -3.17 -6.54 5.76
N -2.06 -4.39 5.72
H -3.42 -6.50 2.67
H -4.17 -5.34 1.62
H -4.91 -6.89 2.05
H -3.75 -3.74 3.62
H -4.64 -4.37 5.03
H -2.12 -5.68 4.13
H -3.97 -6.18 6.41
H -2.39 -6.96 6.39
H -3.53 -7.42 5.21
H -1.70 -3.78 5.00
H -1.37 -4.87 6.26
C -13.09 -0.03 3.15
O -12.11 -1.01 3.16
C -10.92 -0.76 3.86
C -9.73 -1.56 3.34
C -9.56 -1.51 1.82
N -9.77 -2.92 3.81
H -13.96 -0.16 2.51
H -12.85 1.01 2.92
H -13.52 0.03 4.15
H -10.73 0.32 3.84
H -11.16 -0.91 4.91
H -8.78 -1.22 3.74
H -10.46 -1.82 1.30
H -8.69 -2.07 1.49
H -9.45 -0.46 1.54
H -10.40 -3.44 3.21
H -8.92 -3.47 3.70
C -11.10 -3.03 -6.30
O -9.90 -3.60 -5.82
C -9.57 -3.28 -4.49
C -8.36 -4.21 -4.04
C -7.15 -4.12 -4.90
N -8.89 -5.57 -3.99
H -11.37 -3.31 -7.32
H -10.91 -1.96 -6.36
H -11.91 -3.29 -5.62
H -9.40 -2.20 -4.46
H -10.39 -3.45 -3.80
H -8.18 -4.01 -2.98
H -6.32 -4.75 -4.58
H -6.70 -3.13 -4.97
H -7.25 -4.37 -5.96
H -9.34 -5.70 -4.89
H -9.70 -5.59 -3.39
C -0.78 6.98 -12.04
O 0.09 7.37 -10.93
C -0.56 7.15 -9.67
C -0.30 5.67 -9.33
N 1.14 5.36 -9.17
C 1.38 3.84 -9.28
C 2.78 3.23 -9.00
O 2.78 1.82 -9.07
C 3.86 1.32 -8.29
H -0.13 7.18 -12.90
H -1.73 7.51 -12.02
H -1.04 5.92 -12.02
H -1.60 7.50 -9.69
H -0.03 7.91 -9.10
H -0.87 4.94 -9.90
H -0.73 5.36 -8.38
H 1.60 5.91 -9.88
H 1.15 3.56 -10.31
H 0.68 3.29 -8.65
H 2.93 3.46 -7.95
H 3.58 3.72 -9.55
H 4.68 1.99 -8.03
H 4.32 0.43 -8.71
H 3.54 1.12 -7.27
C 7.50 -6.07 4.31
O 7.42 -5.06 5.28
C 7.51 -3.69 4.85
C 6.19 -3.18 4.30
N 4.94 -3.49 5.07
C 3.70 -3.14 4.37
C 3.16 -3.99 3.20
O 3.31 -5.35 3.40
C 2.86 -6.16 2.34
H 7.69 -7.08 4.69
H 8.41 -6.05 3.71
H 6.61 -6.00 3.70
H 8.28 -3.68 4.08
H 7.86 -3.04 5.65
H 6.11 -3.58 3.28
H 6.22 -2.09 4.26
H 4.96 -4.50 5.14
H 3.91 -2.21 3.86
H 2.94 -3.14 5.16
H 3.66 -3.54 2.35
H 2.11 -3.73 3.11
H 3.39 -7.11 2.29
H 2.81 -5.64 1.38
H 1.83 -6.46 2.53
C -3.23 -0.06 -0.78
O -1.91 -0.12 -1.09
C -1.59 0.39 -2.35
C -0.14 0.72 -2.60
N 0.36 1.58 -1.60
C 1.79 1.97 -1.64
C 2.72 0.91 -0.97
O 2.51 0.60 0.44
C 3.08 1.59 1.29
H -3.68 0.90 -1.03
H -3.30 -0.29 0.28
H -3.73 -0.79 -1.43
H -2.17 1.30 -2.48
H -2.06 -0.27 -3.08
H 0.04 0.98 -3.64
H 0.43 -0.19 -2.75
H 0.15 1.09 -0.74
H 1.97 2.95 -1.21
H 2.10 2.14 -2.68
H 3.74 1.22 -1.20
H 2.56 -0.10 -1.34
H 2.73 2.54 0.89
H 4.17 1.58 1.17
H 2.88 1.59 2.36
C 6.34 5.93 7.16
C 6.04 5.52 5.77
C 6.60 6.54 4.83
O 6.73 4.22 5.60
H 5.81 5.29 7.86
H 6.17 6.98 7.40
H 7.37 5.77 7.47
H 4.96 5.51 5.58
H 7.60 6.82 5.15
H 6.00 7.42 4.59
H 6.75 6.03 3.87
H 6.49 3.62 6.31
C 6.52 7.39 -1.63
C 6.02 7.22 -3.06
C 6.97 6.19 -3.74
O 4.71 6.68 -3.17
H 5.77 7.96 -1.08
H 7.39 7.96 -1.94
H 6.85 6.58 -0.98
H 5.88 8.16 -3.60
H 7.25 5.26 -3.25
H 7.88 6.79 -3.81
H 6.66 5.94 -4.75
H 4.27 7.08 -3.92
*
```


Entry 2:
The following is a DFT calculation (ωB97M-V/def2-TZVPD) of C48H128B6CrF24N8O16 as an isolated structure in a non-equilibrium geometry.

LUMO energy (alpha / beta) (eV): -10.073 / -8.378
F_max (eV/A): 5.18
Energy relative to the best compared isomer or geometry (same formula, charge and spin) (kcal/mol): 26.9
E_HOMO (alpha / beta) (Eh): -0.6267 / -0.6267
Orbital gap (alpha / beta) (eV): 6.979 / 8.674
E_tot (hartree): -7137.17453
⟨S²⟩: 3.76

The geometry in ORCA input format:
```
! wB97M-V def2-TZVPD RIJCOSX def2/J DEFGRID3
* xyz 5 4
Cr -1.18 0.13 -0.11
C 2.62 -8.85 -2.14
O 3.19 -7.58 -2.55
C 4.22 -7.60 -3.59
C 4.42 -6.13 -4.02
N 3.10 -5.46 -4.31
H 2.88 -5.76 -5.25
H 2.57 -5.88 -3.57
C 3.13 -3.97 -4.38
C 1.77 -3.33 -4.77
O 0.58 -3.95 -4.11
C -0.51 -3.05 -4.13
H 3.39 -9.44 -1.64
H 2.29 -9.51 -2.94
H 1.81 -8.76 -1.42
H 3.74 -8.14 -4.40
H 5.13 -8.11 -3.27
H 5.08 -6.00 -4.88
H 4.86 -5.65 -3.15
H 3.99 -3.58 -4.93
H 3.33 -3.66 -3.35
H 1.64 -3.62 -5.82
H 1.89 -2.25 -4.77
H -1.46 -3.28 -3.65
H -0.73 -2.87 -5.19
H -0.39 -2.08 -3.64
C 0.97 -4.93 -1.33
O 2.40 -5.25 -1.48
C 3.29 -4.59 -0.58
C 3.60 -5.42 0.67
N 4.05 -6.77 0.21
H 3.70 -7.36 0.95
H 3.56 -7.07 -0.62
C 5.53 -6.98 0.03
C 6.12 -8.39 0.12
O 5.42 -9.18 -0.69
C 5.94 -10.51 -0.88
H 0.29 -5.30 -2.09
H 0.91 -3.85 -1.41
H 0.48 -5.23 -0.40
H 2.97 -3.57 -0.39
H 4.24 -4.34 -1.06
H 2.71 -5.67 1.25
H 4.35 -4.93 1.30
H 6.07 -6.40 0.79
H 5.91 -6.50 -0.87
H 5.83 -8.64 1.14
H 7.19 -8.53 -0.03
H 6.01 -11.13 0.01
H 6.88 -10.54 -1.44
H 5.36 -11.07 -1.62
C 5.91 -1.70 5.01
O 4.72 -1.21 4.39
C 3.86 -2.10 3.63
C 2.52 -1.52 3.30
N 1.56 -1.40 4.48
H 0.65 -1.13 4.14
H 1.57 -2.27 5.00
C 1.98 -0.35 5.57
C 0.84 -0.26 6.59
O -0.38 0.12 5.96
C -1.57 -0.56 6.58
H 5.76 -2.60 5.62
H 6.29 -0.89 5.63
H 6.75 -2.03 4.40
H 3.72 -3.09 4.08
H 4.37 -2.25 2.68
H 2.04 -2.16 2.55
H 2.78 -0.56 2.86
H 2.22 0.61 5.12
H 2.92 -0.73 5.98
H 1.11 0.39 7.43
H 0.75 -1.26 7.03
H -2.53 -0.16 6.25
H -1.63 -0.50 7.67
H -1.48 -1.62 6.37
C 8.07 7.01 -0.64
O 6.74 7.55 -0.64
C 6.40 8.26 -1.78
C 4.89 8.43 -1.90
N 4.24 7.01 -1.75
H 4.15 6.50 -2.62
H 4.73 6.34 -1.18
C 2.88 7.14 -1.03
C 1.97 5.85 -1.00
O 2.78 4.79 -0.49
C 2.17 3.53 -0.74
H 8.71 7.89 -0.69
H 8.21 6.22 -1.37
H 8.25 6.50 0.31
H 6.81 7.63 -2.58
H 7.02 9.15 -1.90
H 4.39 8.80 -2.79
H 4.65 9.07 -1.04
H 2.30 7.84 -1.64
H 2.98 7.58 -0.04
H 1.64 5.73 -2.04
H 0.98 6.00 -0.56
H 2.82 2.77 -0.33
H 2.09 3.34 -1.81
H 1.20 3.44 -0.26
C -5.39 -5.03 7.06
O -5.07 -4.52 5.77
C -4.25 -3.35 5.87
C -4.12 -2.71 4.41
N -5.49 -2.68 3.76
H -6.01 -3.53 3.92
H -6.12 -1.93 4.02
C -5.47 -2.59 2.17
C -6.75 -3.17 1.51
O -6.97 -4.60 1.87
C -8.15 -5.17 1.40
H -5.44 -6.04 6.65
H -6.37 -4.71 7.40
H -4.55 -4.90 7.75
H -3.33 -3.53 6.41
H -4.83 -2.66 6.49
H -3.42 -3.23 3.76
H -3.76 -1.68 4.43
H -4.63 -3.24 1.91
H -5.27 -1.53 2.01
H -6.67 -3.17 0.42
H -7.57 -2.53 1.84
H -8.96 -4.84 2.06
H -7.88 -6.22 1.39
H -8.42 -4.97 0.37
C 0.06 -4.14 -8.43
O 0.63 -2.82 -8.68
C -0.26 -1.81 -8.35
C 0.32 -0.45 -8.71
N 1.81 -0.22 -8.34
H 2.10 -0.75 -7.53
H 2.37 -0.40 -9.16
C 2.09 1.26 -7.93
C 1.74 1.66 -6.51
O 1.92 0.48 -5.70
C 2.03 0.74 -4.32
H -0.49 -4.21 -7.48
H 0.81 -4.93 -8.40
H -0.79 -4.48 -9.03
H -0.57 -1.95 -7.32
H -1.16 -1.94 -8.95
H -0.22 0.45 -8.42
H 0.35 -0.47 -9.80
H 1.59 1.86 -8.68
H 3.14 1.38 -8.19
H 0.75 2.07 -6.28
H 2.41 2.41 -6.10
H 2.22 1.75 -3.96
H 2.80 0.10 -3.90
H 1.14 0.41 -3.78
C -1.95 11.83 5.85
O -1.44 10.67 5.19
C -0.93 9.78 6.05
C -1.13 8.29 5.47
N -0.97 8.31 3.93
H -1.75 7.84 3.50
H -1.19 9.25 3.62
C 0.37 7.92 3.37
C 0.37 6.45 3.17
O -0.44 6.24 2.04
C -0.68 4.87 1.81
H -3.02 11.85 6.05
H -1.91 12.68 5.17
H -1.37 12.28 6.65
H -1.36 9.84 7.06
H 0.15 9.90 6.17
H -2.12 7.86 5.62
H -0.47 7.53 5.91
H 1.06 8.31 4.12
H 0.47 8.49 2.45
H 0.19 5.79 4.02
H 1.32 6.23 2.68
H -1.10 4.35 2.67
H 0.17 4.30 1.45
H -1.30 4.80 0.92
C -8.26 1.71 1.48
O -8.14 1.93 0.12
C -7.52 0.83 -0.55
C -7.07 1.30 -1.95
N -6.48 2.68 -1.87
H -6.33 3.17 -2.75
H -7.18 3.29 -1.49
C -5.15 2.85 -1.13
C -4.97 4.34 -0.86
O -6.07 4.98 -0.39
C -5.80 6.28 0.11
H -8.64 0.70 1.67
H -8.93 2.51 1.79
H -7.29 1.90 1.95
H -8.05 -0.13 -0.58
H -6.63 0.43 -0.07
H -7.99 1.40 -2.53
H -6.29 0.68 -2.39
H -4.56 2.48 -1.97
H -5.19 2.42 -0.13
H -4.72 4.89 -1.77
H -4.10 4.47 -0.21
H -5.31 6.91 -0.64
H -5.25 6.19 1.04
H -6.68 6.86 0.38
B 0.53 1.13 1.85
F 1.84 1.21 1.50
F 0.01 -0.16 1.94
F 0.28 1.71 3.06
F -0.25 1.68 0.86
B -3.37 1.16 2.14
F -3.11 2.45 1.52
F -2.43 0.37 1.48
F -3.09 1.19 3.54
F -4.71 0.78 1.96
B -2.80 -0.92 -1.82
F -1.45 -0.64 -2.01
F -3.07 -2.26 -1.80
F -3.18 -0.36 -0.69
F -3.51 -0.25 -2.72
B 1.84 -0.84 -1.07
F 2.58 -1.42 -0.04
F 0.60 -0.70 -0.51
F 2.32 0.41 -1.47
F 1.68 -1.70 -2.16
B -1.21 -2.77 1.29
F -1.49 -3.91 0.62
F 0.01 -2.68 1.89
F -1.29 -1.82 0.33
F -2.17 -2.45 2.16
B -1.19 2.43 -1.59
F -0.94 3.70 -1.18
F -1.47 2.46 -2.98
F -0.10 1.62 -1.53
F -2.12 1.71 -0.89
*
```


- What is the E_tot in the second record?
  -7137.17453 hartree